ORCA calculation (ωB97M-V/def2-TZVPD) on a cluster of 6 separate species, C12H18BCl20N2O3P in total at a distorted geometry.

Values from the calculation:
- Gap between HOMO and LUMO: 7.103 eV
- Energy: -282266.7863 eV
- SMILES: CCCCN(B(N)O)C(=O)OP(C)C.ClC(Cl)(Cl)Cl.ClC(Cl)(Cl)Cl.ClC(Cl)(Cl)Cl.ClC(Cl)(Cl)Cl.ClC(Cl)(Cl)Cl
- E_LUMO: -0.3 eV

XYZ file:
```
57
Properties=species:S:1:pos:R:3:forces:R:3:lowdin_charge:R:1
Cl 4.33122 -3.26342 0.53418 -0.4 0.0 0.2 0.521
Cl 0.35126 -7.23760 -1.91613 0.1 -0.1 0.4 0.512
Cl 2.58634 2.28239 5.92894 -1.1 -0.2 0.0 0.485
Cl 0.33973 0.43638 6.03196 0.3 0.1 -0.3 0.527
Cl 1.81574 -6.59130 0.51360 -0.3 -1.4 -0.3 0.462
Cl 2.15375 3.02906 0.46771 0.5 0.2 -0.4 0.545
Cl 5.31633 1.63790 5.05577 1.2 0.3 -0.3 0.457
Cl 1.12187 1.63609 3.49921 0.1 -0.2 0.3 0.503
Cl 2.82421 -0.36599 4.74786 -0.3 0.4 0.4 0.473
Cl 1.47807 -3.76413 0.26187 0.3 1.0 0.3 0.480
Cl 6.43122 3.83772 3.51199 0.0 -0.2 0.3 0.510
Cl 6.34654 3.99457 6.41605 0.0 -0.2 -0.3 0.513
Cl 2.42863 2.95600 -2.42798 0.3 0.0 0.1 0.565
Cl 2.05360 -9.23967 -0.66748 -0.3 0.3 0.0 0.511
Cl 2.79537 -4.20764 2.81793 0.0 0.2 -0.3 0.514
Cl 8.18001 2.14996 5.11156 -0.3 0.2 0.0 0.513
Cl 2.41436 -1.49810 1.82837 0.1 -0.6 -0.4 0.489
Cl 4.69036 2.26295 -0.73397 -0.4 0.3 -0.1 0.528
Cl 3.78135 5.02246 -0.88983 -0.2 -0.4 -0.1 0.528
Cl -0.43087 -8.43731 0.61662 0.3 0.1 -0.2 0.513
P -2.12877 3.26839 -3.06068 -2.7 2.9 -0.2 0.857
O -2.48405 0.14182 -4.11123 0.8 3.7 8.1 -0.017
O -0.11835 1.40901 -0.74545 0.0 -1.4 -3.3 -0.033
O -2.88955 1.88944 -2.41633 2.8 -3.4 -1.2 -0.311
N 0.80021 -0.91978 -1.25603 -2.3 1.4 -1.5 0.110
N -1.68225 -0.43324 -1.89752 -1.5 3.1 0.0 0.024
C -2.34584 0.59825 -2.83450 -0.7 -3.4 -5.8 -0.303
C 3.26358 3.31756 -0.89601 0.1 0.1 0.5 -1.972
C 2.75471 -3.18335 1.36054 -0.1 0.4 -0.1 -1.976
C 1.71808 0.99715 5.05198 0.0 0.1 0.2 -1.979
C 0.94747 -7.87653 -0.36336 0.2 -0.1 0.1 -1.997
C -1.04404 4.26223 -1.87100 1.9 0.5 0.7 -0.333
C -4.20899 -0.95858 -1.26086 -0.6 -1.1 -0.1 -0.180
C -1.54755 3.20503 -4.83884 1.9 0.3 -1.8 -0.320
C 6.56852 2.90508 5.02378 0.0 -0.2 -0.1 -1.996
C -5.40646 -1.24713 1.20597 -0.7 -0.9 0.4 -0.156
C -5.08241 -1.95108 -0.24295 0.2 0.2 0.3 -0.255
C -2.63598 -0.86946 -0.80551 -0.9 -1.1 1.5 -0.173
B -0.38330 0.07776 -1.32048 2.5 -0.6 0.8 -0.545
H -1.26816 5.42379 -2.02795 0.1 -2.7 0.0 0.068
H 1.62319 -0.54203 -1.77425 -0.7 -0.6 1.0 0.077
H -2.22255 3.92151 -5.51230 1.3 -1.7 1.8 0.063
H -1.33089 4.01748 -0.75783 0.6 0.3 -2.3 0.069
H -2.51917 -0.20640 0.16447 -0.4 -1.2 -1.9 0.136
H -4.50763 -2.96431 -0.02219 -1.0 2.2 -0.7 0.106
H 0.51837 -1.84855 -1.64206 0.6 1.2 0.2 0.047
H -6.54197 -0.90428 1.20528 2.6 -0.4 0.1 0.080
H -5.33288 -2.07934 2.05022 -0.1 1.8 -1.7 0.077
H -4.29631 -1.46471 -2.33185 0.4 1.3 2.2 0.130
H -1.47008 2.17054 -5.36897 -0.3 1.8 1.2 0.048
H -4.68061 -0.38195 1.50947 -1.5 -1.6 -0.8 0.072
H -2.30269 -1.97163 -0.49078 -0.7 2.4 -0.7 0.146
H 0.11970 4.14829 -2.04396 -2.3 0.2 0.7 -0.016
H -4.74336 0.08872 -1.29640 1.2 -2.0 0.1 0.125
H -6.11879 -2.24939 -0.73874 2.3 0.7 0.9 0.111
H -0.45393 3.68176 -4.88915 -2.2 -1.0 0.2 0.056
H 0.42366 1.88763 -1.46273 -1.0 -0.7 1.8 0.012
```
Positions in Å, forces in eV/Å.